Computed, not measured: a structure of composition C5H8BF5Sr at a distorted geometry, with ωB97M-V/def2-TZVPD.

Structure (XYZ):
```
20
Properties=species:S:1:pos:R:3:forces:R:3
B -1.5528 -0.8263 1.6162 0.1 0.3 0.1
C -1.0250 -1.2352 0.2143 0.1 -0.2 -0.3
C 0.5154 -1.2684 0.1409 -0.8 -0.9 -1.7
C 1.2178 -0.0996 -0.5504 -0.4 -0.4 -0.8
C 0.6646 1.2963 -0.3487 -0.3 -0.5 -0.5
F 1.6790 2.1378 -0.4436 0.5 0.7 -0.1
F 0.2577 1.3573 0.9915 -0.1 -0.1 0.2
C -0.4866 1.7171 -1.3659 0.0 0.4 0.2
F -0.5686 0.7821 -2.3165 0.0 0.1 0.1
F -0.1824 2.8723 -1.9178 -0.1 -0.2 0.2
F -1.6461 1.7938 -0.7341 0.0 0.0 0.1
H -0.7954 -1.0714 2.5497 0.0 0.1 0.0
H -2.5470 -0.2311 1.8238 -0.1 -0.2 0.1
H -1.3791 -2.2687 0.0362 -0.1 0.3 0.1
H -1.4663 -0.6382 -0.5876 0.1 -0.2 0.0
H 0.8278 -1.3882 1.1532 -1.8 -1.7 -0.4
H 0.8844 -2.1889 -0.3376 -0.2 0.2 0.0
H 1.2577 -0.3397 -1.6192 0.1 0.2 0.2
H 2.2709 -0.0080 -0.2925 0.7 -0.1 -0.3
Sr 2.0741 -0.3931 1.9882 2.2 2.2 2.8
```
Positions in Å, forces in eV/Å.

Output
total charge	+2
energy	-20395.6082	eV

=====

Computed, not measured: an isolated molecule of C5H8BN3 at a distorted geometry, with ωB97M-V/def2-TZVPD.

Structure (XYZ):
```
17
Properties=species:S:1:pos:R:3:forces:R:3
B 1.2888 -0.1237 -0.0123 -2.2 2.7 -0.1
C -3.1370 -0.1952 0.0617 0.3 0.0 0.0
C -1.2705 0.7517 -0.0221 -0.1 -0.2 0.0
C -0.0825 1.6053 -0.0676 2.5 -2.7 0.1
C 0.1910 -1.2361 -0.0776 -0.1 -0.2 0.0
C 2.8273 -0.0928 0.0844 -0.1 -0.2 -0.1
N -2.5604 1.0223 0.0404 0.0 0.6 0.0
N -2.2921 -1.1992 0.0167 -0.1 -0.9 0.0
N -1.1009 -0.5894 -0.0377 -0.3 0.6 0.0
H -4.1980 -0.3331 0.1121 -0.2 -0.1 0.0
H 0.0732 2.2338 0.7963 0.0 0.2 0.1
H 0.0665 2.1274 -1.0021 0.0 0.2 -0.1
H 0.2684 -1.8208 -1.0047 0.2 0.0 0.0
H 0.2378 -1.9674 0.7381 0.2 0.1 0.0
H 3.2969 -1.0705 -0.0150 0.0 -0.1 0.0
H 3.1255 0.3175 1.0501 -0.1 0.1 0.1
H 3.2660 0.5702 -0.6607 -0.1 0.1 -0.1
```
Positions in Å, forces in eV/Å.

Output
energy above the lowest of the compared OMol25 structures with the same formula, charge and spin	162.8	kJ/mol
energy	-10459.7400	eV

=====

Computed, not measured: a cluster of 2 separate species, C5H8BrClO in total at a distorted geometry, with ωB97M-V/def2-TZVPD.

Structure (XYZ):
```
16
Properties=species:S:1:pos:R:3:forces:R:3
C -1.0628 0.2031 0.5673 0.0 2.2 -4.1
C 0.8280 -0.7318 1.7514 3.3 -1.6 2.0
C 0.7136 -0.9568 -0.9405 -1.9 0.2 0.3
C 0.3560 -0.1578 0.4586 1.1 -0.4 -1.9
C -1.2980 1.5009 -1.1360 2.0 -2.7 1.7
O -2.0497 0.1090 1.1626 -0.1 -0.5 0.8
Cl -1.9529 0.6494 -2.4880 -0.3 0.0 -0.5
Br 0.2093 2.6367 -1.5165 0.1 -0.2 -0.2
H 1.7955 -1.4506 1.7911 -1.9 1.7 -1.0
H 1.2051 0.1307 2.4125 -1.3 -1.5 -0.4
H 0.0960 -1.4533 2.1717 0.1 1.1 0.3
H 0.7557 -2.0576 -0.7431 0.0 1.0 -0.1
H -0.1334 -0.7718 -1.7326 2.0 -0.3 1.5
H 1.6979 -0.5908 -1.2998 -0.8 -0.3 0.2
H 0.8192 0.8270 0.2435 -0.2 -0.4 0.4
H -1.9796 2.1138 -0.7025 -2.2 1.7 0.9
```
Positions in Å, forces in eV/Å.

Output
energy above the lowest of the compared OMol25 structures with the same formula, charge and spin	190.6	kJ/mol
energy	-89924.2859	eV

=====

Computed, not measured: an isolated molecule of C5H8BrN at a distorted geometry, with ωB97M-V/def2-TZVPD.

Structure (XYZ):
```
15
Properties=species:S:1:pos:R:3:forces:R:3
C -0.1561 -0.3560 0.8226 1.1 -0.1 -1.0
C 0.6556 0.5766 0.2545 0.0 -2.1 3.5
C 1.8300 1.0542 1.1197 1.7 1.1 -2.0
C -1.1345 -1.1800 0.0425 1.9 -0.5 -0.6
C 0.5507 1.1396 -1.0632 4.0 1.8 -2.6
N 2.8930 1.4647 0.5152 -1.5 -0.3 1.2
Br 1.6892 1.0848 3.0675 -0.1 -0.1 -0.5
H -0.0551 -0.5785 1.8688 0.2 0.0 0.3
H -0.9290 -2.2768 -0.1391 0.4 1.1 0.6
H -1.1237 -0.7289 -0.9264 -0.8 0.1 -0.8
H -2.0388 -1.1466 0.5450 -2.2 0.1 0.6
H -0.3567 1.1289 -1.5655 -2.2 0.3 -0.1
H 1.0162 2.1687 -0.9255 -1.1 -0.8 -0.7
H 1.2010 0.7636 -1.9573 -0.4 0.0 2.0
H 3.6887 1.8638 1.0508 -1.0 -0.7 0.0
```
Positions in Å, forces in eV/Å.

Output
energy above the lowest of the compared OMol25 structures with the same formula, charge and spin	50.8	kJ/mol
structure (SMILES)	[H]/N=C(Br)/C(C)=C/C
energy	-76845.7728	eV